1.
C45H90As5F30N5O5 | ωB97M-V/def2-TZVPD

The geometry in XYZ format:
```
180
Properties=species:S:1:pos:R:3:lowdin_charge:R:1
C 2.9363 -5.5821 -1.5553 0.0021
C 1.4228 -5.3558 -1.3841 -0.4398
C 0.6933 -6.4723 -2.1242 -0.1028
C 0.7243 -7.8487 -1.4230 -0.1482
C 0.1503 -7.7121 -0.0315 -0.1414
C 0.9164 -6.7427 0.8532 -0.4400
N 1.0196 -5.4589 0.0592 0.0761
O 1.0877 -4.3318 0.6581 0.1188
C 2.3559 -7.1683 1.0975 0.0135
C 0.1823 -6.4744 2.2001 0.0042
C 0.9553 -4.0226 -1.8694 -0.0230
H 3.2913 -5.1130 -2.4939 0.1076
H 3.3626 -6.5853 -1.5612 0.0785
H 3.5008 -5.0642 -0.7556 0.0898
H 1.1748 -6.6123 -3.1027 0.1414
H -0.3570 -6.2412 -2.1352 0.1183
H 1.6941 -8.4060 -1.2944 0.1242
H 0.0255 -8.4609 -2.0169 0.1281
H 0.2627 -8.6056 0.5109 0.1132
H -0.8957 -7.4828 0.0095 0.0992
H 2.3140 -8.0855 1.6692 0.1070
H 2.9526 -6.3853 1.5798 0.0894
H 2.8033 -7.4027 0.1086 0.0689
H -0.7745 -5.9654 2.0040 0.0606
H 0.8102 -5.8171 2.8435 0.0891
H -0.0157 -7.4717 2.7064 0.1233
H 1.0177 -3.8239 -2.9349 0.1079
H 1.2867 -3.1334 -1.3536 0.0777
H -0.1016 -4.0739 -1.7321 0.0734
C -0.9565 -1.7161 0.0052 0.0352
C -0.5660 -0.4085 0.8125 -0.3633
C -1.8120 0.5276 0.9145 -0.1149
C -2.9141 -0.1096 1.7852 -0.1344
C -2.3471 -0.4287 3.1869 -0.0832
C -0.9857 -1.2757 3.2375 -0.4062
N -0.0362 -0.7476 2.1911 -0.0201
O 1.0788 -0.6893 2.4325 0.2279
C -1.1814 -2.8158 2.9845 0.0122
C -0.3733 -1.1167 4.6044 -0.0353
C 0.5976 0.2513 0.0815 -0.0208
H -0.1801 -2.4541 0.3135 0.0736
H -0.9655 -1.4764 -1.0499 0.1040
H -1.9609 -2.0715 0.2877 0.0683
H -2.1608 0.6249 -0.1292 0.1036
H -1.5752 1.5871 1.1788 0.0984
H -3.3472 -1.0030 1.3251 0.1085
H -3.6913 0.6574 1.8541 0.0886
H -3.0624 -1.0306 3.7967 0.1365
H -2.1038 0.4588 3.7249 0.0938
H -0.2293 -3.2893 2.6810 0.0755
H -2.0271 -2.9286 2.2610 0.0721
H -1.5551 -3.2703 3.9317 0.1143
H 0.1810 -0.1693 4.7996 0.1012
H 0.2529 -1.9784 4.8327 0.0863
H -1.2259 -1.0059 5.3101 0.1070
H 0.8210 1.1981 0.5105 0.0733
H 0.3597 0.4364 -0.9556 0.0761
H 1.4367 -0.4549 0.0372 0.0794
C -7.5948 2.3404 -0.0106 0.0253
C -7.6499 3.9185 0.0651 -0.4098
C -8.2264 4.5144 1.4302 -0.0962
C -7.1800 4.2499 2.4775 -0.1870
C -5.9083 4.9629 2.2122 -0.1364
C -5.2157 4.4478 0.9883 -0.3596
N -6.2859 4.4363 -0.1367 0.0347
O -5.9958 5.0072 -1.2107 0.1820
C -4.7073 2.9701 1.1379 0.0119
C -4.0504 5.4038 0.5143 0.0298
C -8.5764 4.4602 -1.0704 -0.0198
H -8.6348 2.0608 0.0184 0.0932
H -7.2289 1.8873 0.9486 0.1020
H -7.0561 2.0281 -0.8924 0.0623
H -9.1173 3.9182 1.6859 0.1369
H -8.4481 5.5616 1.3585 0.1225
H -6.9584 3.1995 2.4204 0.0916
H -7.6409 4.4873 3.4544 0.1416
H -5.2394 4.6167 2.9811 0.1396
H -5.8607 6.0119 2.2127 0.1210
H -5.0604 2.4991 2.0216 0.0754
H -3.6052 2.9463 1.0596 0.0884
H -5.0580 2.3729 0.3221 0.0474
H -3.6446 5.7658 1.4501 0.0993
H -4.5203 6.2170 -0.0265 0.0812
H -3.3198 4.8950 -0.0678 0.0769
H -8.4918 5.5288 -1.2982 0.0879
H -9.6150 4.2615 -0.5898 0.1206
H -8.6073 3.8612 -1.9918 0.0966
C 5.8950 -1.5551 -0.2539 0.0090
C 5.9065 -0.1013 0.2953 -0.3782
C 4.5193 0.6341 0.2596 -0.1284
C 4.3505 1.8988 1.1043 -0.1442
C 4.7872 1.5142 2.5235 -0.0940
C 6.2359 0.8313 2.7437 -0.3968
N 6.5115 -0.2348 1.7226 -0.0840
O 7.1278 -1.0807 1.8946 0.2639
C 6.1493 0.0801 4.0419 -0.0094
C 7.4027 1.8215 2.5724 0.0005
C 6.8169 0.7316 -0.5677 -0.0264
H 5.6237 -1.4603 -1.3203 0.0900
H 5.2172 -2.1859 0.3147 0.0586
H 6.9426 -1.9087 -0.2883 0.1024
H 3.8087 -0.1372 0.5518 0.0986
H 4.2628 0.8540 -0.7412 0.0864
H 3.2716 2.1850 1.1788 0.1179
H 5.0009 2.6850 0.7282 0.0986
H 4.1373 0.7608 2.9593 0.1018
H 4.7188 2.4302 3.1499 0.1406
H 5.8477 0.7595 4.7934 0.1002
H 7.0829 -0.3647 4.2706 0.0915
H 5.4351 -0.7074 3.9366 0.0555
H 8.3748 1.5199 2.1311 0.0984
H 7.6257 2.1045 3.5951 0.0821
H 7.0905 2.8467 2.1241 0.1216
H 6.6910 1.8038 -0.3937 0.0809
H 6.5748 0.5610 -1.6256 0.0974
H 7.9150 0.5228 -0.4103 0.1116
C 1.0995 5.5478 -3.2700 0.0536
C 1.7495 4.0405 -3.0659 -0.4139
C 1.0582 3.3970 -1.8760 -0.1434
C -0.3890 3.1694 -2.1171 -0.1611
C -0.4349 2.2265 -3.2984 -0.1340
C 0.0416 2.7706 -4.6233 -0.3243
N 1.4668 3.4057 -4.3392 -0.0658
O 2.2437 3.4177 -5.1808 0.2218
C -0.8185 3.9861 -5.2011 0.0179
C 0.1728 1.6749 -5.7708 0.0163
C 3.2285 4.0559 -2.8792 -0.0133
H 1.3258 5.8657 -4.2559 0.0733
H 1.6297 6.1389 -2.5259 0.0939
H 0.0540 5.6716 -3.0279 0.0716
H 1.2600 4.0563 -1.0124 0.1490
H 1.4934 2.4135 -1.7104 0.1057
H -0.9414 4.0578 -2.3555 0.0916
H -0.8401 2.7963 -1.1794 0.1178
H -1.4421 1.8557 -3.5673 0.1143
H 0.2028 1.3568 -3.1608 0.0946
H -0.2203 4.6679 -5.7800 0.0800
H -1.3076 4.4631 -4.3720 0.0641
H -1.6117 3.5499 -5.8060 0.0941
H -0.8474 1.3364 -6.0064 0.1037
H 0.6685 0.7961 -5.3992 0.0481
H 0.5216 2.0305 -6.7297 0.0853
H 3.7328 3.4916 -3.6342 0.0696
H 3.5569 3.5433 -1.9261 0.1157
H 3.6307 5.0726 -2.9997 0.0992
As 2.8744 -0.5979 -3.6045 0.7974
F 4.6044 -0.2810 -3.2703 -0.2709
F 3.0695 -2.2660 -3.5310 -0.2067
F 1.1513 -0.7129 -3.7794 -0.2476
F 2.6131 1.2125 -3.5559 -0.2654
F 3.0488 -0.5595 -5.2900 -0.2082
F 2.5863 -0.5127 -1.8219 -0.2828
As -4.4563 1.1429 -2.5853 0.7658
F -3.4391 1.7513 -1.3178 -0.2562
F -5.3134 0.1408 -1.4427 -0.2434
F -5.5671 0.5682 -3.8626 -0.2686
F -3.5301 2.1876 -3.7218 -0.2927
F -3.2758 0.0056 -2.9903 -0.2184
F -5.5734 2.4379 -2.2719 -0.2634
As -3.3082 -5.3244 -0.0089 0.7434
F -5.0299 -5.5027 -0.1503 -0.2494
F -3.3135 -6.1949 1.4750 -0.2413
F -1.5184 -5.1077 0.1985 -0.2735
F -3.2731 -4.3831 -1.4599 -0.2440
F -3.5898 -3.8754 0.8595 -0.2495
F -3.0453 -6.8077 -0.9203 -0.2607
As -0.0776 3.7239 3.1034 0.5162
F -1.0373 3.6002 1.6953 -0.2551
F -1.4453 3.9259 4.0622 -0.2186
F 0.9607 3.7509 4.3989 -0.2028
F 1.2541 3.4509 2.0615 -0.2548
F 0.0199 5.3519 2.8847 -0.1957
F -0.1400 2.0094 3.2885 -0.2399
As 4.0589 -3.2377 2.9654 0.8205
F 4.4885 -2.9025 4.5981 -0.2241
F 4.3842 -4.9972 3.1473 -0.2841
F 3.4933 -3.6317 1.2591 -0.3012
F 3.7794 -1.6084 2.4701 -0.2300
F 5.7595 -3.1453 2.5049 -0.2481
F 2.4106 -3.5081 3.4512 -0.2520
```

As for the total charge: 0.

2.
C45H90BrCl2FIN3O29P3 | ωB97M-V/def2-TZVPD

The geometry in XYZ format:
```
175
Properties=species:S:1:pos:R:3:lowdin_charge:R:1
C -6.9007 5.2653 -5.4858 -0.1067
C -7.6671 4.1523 -4.7616 -0.2545
C -6.7947 3.4192 -3.7164 -0.2157
C -6.7230 1.8939 -3.9169 -0.2178
C -5.5905 1.4198 -4.8398 -0.2012
C -4.1896 1.9282 -4.4502 -0.1941
C -3.0756 0.8508 -4.4467 -0.1946
C -2.2767 0.8425 -3.1442 -0.2186
C -0.8969 0.1745 -3.2676 -0.1773
C -0.0573 0.2597 -1.9739 -0.1783
C -0.0058 -0.9320 -0.9794 -0.3475
C -1.3158 -1.7731 -1.0290 -0.2400
C -1.6968 -2.8105 -2.1185 -0.6947
C -3.0222 -2.4469 -2.8153 -0.1568
I -2.0116 -4.7485 -1.2086 0.9650
C 0.1319 -0.4358 0.5680 -0.4355
P 1.1418 1.1962 0.7972 0.6825
O 0.8617 1.7642 2.1430 -0.4802
P -1.4526 0.3697 1.5924 0.6730
O -2.0472 1.2501 0.3541 -0.3602
Br -3.1079 -1.1309 1.7690 0.4585
N 0.8620 -1.5906 1.3143 -0.3446
Cl 2.1876 -1.0007 2.3337 0.9323
C 0.0679 -2.4983 2.2998 -0.1234
C 0.0661 -2.1331 3.7913 -0.4500
C -0.4887 -0.8606 4.3545 -0.0823
N 0.5280 -2.9896 4.5971 0.1822
C 1.4652 -2.5280 0.2170 -0.4773
F 0.6062 -3.5881 0.1325 -0.0138
C 2.8471 -3.1313 0.5195 -0.2332
N 2.7771 -4.0985 1.6138 0.0466
C 1.3086 -1.8049 -1.1145 -0.5527
Cl 2.7756 -0.7420 -1.2798 0.8099
P 1.5044 -2.8384 -2.6641 0.4530
O 0.9836 -2.0341 -3.7645 -0.2016
O 3.0694 -3.1546 -2.8209 -0.1471
O 0.7930 -4.2492 -2.4972 -0.1782
H -6.0478 4.8366 -6.0220 0.0671
H -6.5102 5.9618 -4.7354 0.0762
H -7.5258 5.8491 -6.1659 0.0596
H -8.5278 4.6061 -4.2591 0.1016
H -8.0684 3.4386 -5.4890 0.0998
H -5.7954 3.8648 -3.6940 0.0911
H -7.2244 3.5980 -2.7242 0.1045
H -7.6720 1.5832 -4.3714 0.1046
H -6.6808 1.3795 -2.9489 0.1051
H -5.8432 1.7493 -5.8561 0.1117
H -5.6043 0.3244 -4.8734 0.1012
H -4.2528 2.3393 -3.4334 0.0981
H -3.8970 2.7659 -5.0894 0.1115
H -3.5706 -0.1150 -4.5948 0.0875
H -2.4033 0.9843 -5.3009 0.1182
H -2.8776 0.4181 -2.3337 0.1006
H -2.0952 1.8928 -2.8665 0.1175
H -0.9399 -0.8207 -3.7051 0.0829
H -0.3546 0.7835 -4.0008 0.1275
H -0.4602 1.1345 -1.4697 0.0613
H 0.9622 0.5328 -2.2516 0.0741
H -2.1224 -1.0458 -0.9840 0.0691
H -1.3577 -2.3228 -0.0963 -0.0042
H -0.9585 -2.9248 -2.9087 0.0376
H -3.7339 -2.0007 -2.1165 0.0887
H -2.8256 -1.7840 -3.6572 0.0561
H -3.4976 -3.3397 -3.2266 0.0542
H 0.7022 2.0375 -0.2262 0.0353
H 2.4852 0.9782 0.5077 -0.0361
H -1.8710 2.1930 0.5008 0.0843
H 0.6251 -3.4333 2.2540 0.0950
H -0.9088 -2.7097 1.8718 0.0707
H 0.1890 -0.0211 4.1571 0.0596
H -1.4811 -0.6201 3.9786 -0.0013
H -0.5489 -0.9810 5.4374 0.0952
H 0.8942 -3.8211 4.1327 0.0645
H 3.1130 -3.6460 -0.4083 0.1146
H 3.6252 -2.3885 0.6790 0.0811
H 3.0946 -3.6661 2.4763 0.0630
H 3.4172 -4.8656 1.4458 0.0939
H 3.2856 -4.0920 -2.7156 0.0824
H 1.3492 -5.0261 -2.3627 0.1061
C 5.9228 -4.3232 -3.9338 -0.0497
O 5.7534 -5.6509 -4.4255 -0.0010
C 6.7401 -6.4919 -4.0894 -0.6261
O 7.6806 -6.2135 -3.3956 0.1302
O 6.4787 -7.6738 -4.6310 0.0087
C 7.4706 -8.6780 -4.3790 -0.0259
H 5.0719 -3.7582 -4.3030 0.0817
H 5.9439 -4.3073 -2.8431 0.0938
H 6.8405 -3.8823 -4.3178 0.1057
H 7.5684 -8.8618 -3.3101 0.0973
H 8.4305 -8.3732 -4.7902 0.1010
H 7.1164 -9.5721 -4.8815 0.0961
C 5.4928 -12.7394 3.9577 -0.0292
O 6.5333 -11.8623 3.5080 0.0105
C 6.1097 -10.6869 3.0625 -0.6248
O 4.9664 -10.3134 3.0103 0.1203
O 7.1731 -9.9736 2.6802 0.0083
C 6.8483 -8.6800 2.1760 -0.0455
H 5.9936 -13.6445 4.2858 0.0957
H 4.9484 -12.2913 4.7864 0.0980
H 4.8066 -12.9649 3.1441 0.0982
H 6.3409 -8.0943 2.9383 0.0723
H 6.2133 -8.7561 1.2944 0.0971
H 7.7888 -8.2077 1.9058 0.0997
C 6.3412 -1.8897 4.0194 -0.0262
O 6.0960 -3.2907 3.8345 -0.0119
C 7.0056 -4.0672 4.4365 -0.6281
O 7.9517 -3.6580 5.0513 0.1336
O 6.6360 -5.3363 4.2920 0.0012
C 7.4909 -6.2837 4.9466 -0.0238
H 5.4964 -1.3773 3.5644 0.0815
H 6.3574 -1.6516 5.0814 0.0780
H 7.2699 -1.5711 3.5520 0.1033
H 7.5245 -6.0982 6.0179 0.1023
H 8.4979 -6.2470 4.5361 0.1059
H 7.0523 -7.2574 4.7614 0.0771
C -2.1365 6.6732 6.0720 -0.0259
O -0.7708 6.3155 5.8243 -0.0168
C -0.6101 5.2001 5.1137 -0.6392
O -1.4961 4.5084 4.6804 0.1216
O 0.6950 4.9801 4.9729 -0.0005
C 1.0040 3.7793 4.2535 -0.0491
H -2.0992 7.5891 6.6534 0.0967
H -2.6616 6.8474 5.1354 0.0976
H -2.6391 5.8919 6.6388 0.0997
H 0.6065 3.8204 3.2465 0.0671
H 0.6044 2.9146 4.7793 0.0911
H 2.0886 3.7261 4.2241 0.0975
C -11.3472 6.9044 -8.7256 -0.0346
O -11.0127 8.2953 -8.7418 0.0097
C -9.8272 8.5844 -8.2131 -0.6244
O -9.0516 7.7901 -7.7437 0.1043
O -9.6402 9.8984 -8.2886 0.0103
C -8.3924 10.3506 -7.7515 -0.0309
H -12.3286 6.8325 -9.1839 0.0947
H -10.6239 6.3300 -9.3014 0.0959
H -11.3838 6.5316 -7.7038 0.0970
H -7.5587 9.9042 -8.2904 0.0946
H -8.3197 10.1041 -6.6941 0.0979
H -8.3884 11.4278 -7.8849 0.0947
C 5.9820 -2.1229 7.9008 -0.0240
O 5.0084 -1.3350 7.2022 -0.0209
C 4.3388 -0.4636 7.9623 -0.6216
O 4.4861 -0.3045 9.1427 0.1370
O 3.4724 0.1849 7.1826 -0.0018
C 2.6673 1.1538 7.8708 -0.0503
H 6.4315 -2.7693 7.1512 0.0746
H 6.7521 -1.4926 8.3405 0.1050
H 5.5113 -2.7274 8.6734 0.1018
H 3.2952 1.9219 8.3179 0.1030
H 2.0713 0.6721 8.6433 0.0890
H 2.0178 1.5922 7.1182 0.0814
C -5.8398 6.4338 -9.4035 -0.0302
O -4.8839 6.8881 -8.4387 0.0008
C -3.6200 6.6196 -8.7517 -0.6276
O -3.2388 6.0455 -9.7375 0.1244
O -2.8371 7.0964 -7.7804 -0.0004
C -1.4405 6.8834 -7.9997 -0.0428
H -6.8180 6.7109 -9.0189 0.0791
H -5.6679 6.9132 -10.3654 0.0991
H -5.7873 5.3521 -9.5139 0.0982
H -1.1150 7.3783 -8.9126 0.0981
H -1.2196 5.8194 -8.0636 0.0951
H -0.9372 7.3190 -7.1415 0.0915
C 1.0082 5.2027 8.3216 -0.0169
O 0.6356 4.7304 9.6204 0.0229
C 0.4967 3.4109 9.7002 -0.6002
O 0.6726 2.6253 8.8014 0.0872
O 0.1419 3.1004 10.9441 0.0161
C -0.0389 1.7014 11.1814 -0.0279
H 1.0971 6.2822 8.3942 0.1044
H 1.9665 4.7800 8.0248 0.1016
H 0.2481 4.9558 7.5910 0.0741
H 0.8875 1.1593 11.0004 0.0940
H -0.8279 1.3038 10.5459 0.0983
H -0.3223 1.6139 12.2255 0.0966
```

As for the total charge: +1.

Number 1: highest occupied orbital energy -11.11 eV. Number 2: highest occupied orbital energy -11.56 eV.